Below is C32H37BClO2PRhSeSi as an isolated structure, with properties calculated with wB97M-V/def2-TZVPD.

- Total charge: -1
- Total energy: -5020.2025 a.u.
- HOMO: -3.95 eV
- Energy above the lowest of the compared OMol25 structures with the same formula, charge and spin: 0.0 kJ/mol
- Kohn-Sham gap: 6.574 eV
- Molar mass: 740.837 Da

Each line ends with the Löwdin charge.
Geometry (Å):
Rh1 -0.82469 -1.03882 -0.12034  0.262
Cl1 -3.66428 -1.24104 1.15702  0.691
C1 -3.09124 -0.44360 2.59001  -0.657
C2 -3.75284 -0.74012 3.77369  -0.117
C3 -3.35931 -0.13399 4.95498  -0.090
C4 -2.30134 0.76707 4.93820  -0.087
C5 -1.65213 1.04920 3.74969  -0.069
C6 -2.02479 0.45487 2.54163  -0.326
P1 -1.10888 0.78550 0.96109  0.940
C7 0.40466 1.59616 1.60502  -0.334
C8 1.48847 0.76384 1.87325  -0.088
C9 2.67041 1.27769 2.37919  -0.075
C10 2.79083 2.64138 2.61874  -0.097
C11 1.71460 3.48032 2.35906  -0.092
C12 0.52743 2.96064 1.86224  -0.097
C13 -2.05469 2.22492 0.31223  -0.316
C14 -3.39697 2.41742 0.63501  -0.076
C15 -4.11868 3.45736 0.06572  -0.090
C16 -3.50932 4.32097 -0.83185  -0.102
C17 -2.17322 4.13551 -1.16246  -0.080
C18 -1.45384 3.09402 -0.59912  -0.107
H1 -4.56720 -1.45115 3.75724  0.098
H2 -3.86984 -0.37005 5.87970  0.098
H3 -1.97554 1.24499 5.85329  0.098
H4 -0.81864 1.73985 3.75851  0.098
H5 1.38180 -0.29401 1.66467  0.059
H6 3.50695 0.61439 2.56225  0.100
H7 3.71943 3.04851 3.00012  0.095
H8 1.79919 4.54465 2.54397  0.096
H9 -0.30550 3.62654 1.67200  0.103
H10 -3.88721 1.75135 1.33185  0.088
H11 -5.16119 3.59250 0.32627  0.097
H12 -4.07163 5.13381 -1.27477  0.094
H13 -1.69104 4.79869 -1.86996  0.101
H14 -0.41795 2.93555 -0.87283  0.103
C19 3.14981 -2.19664 1.04901  -0.226
Si1 1.92588 -3.56115 0.62035  0.032
C20 2.47350 -5.07492 1.60802  -0.255
C21 2.14391 -3.99886 -1.19584  -0.227
Se1 -0.22057 -3.14784 1.13599  0.207
H15 4.16687 -2.56829 0.88766  0.030
H16 3.05851 -1.90307 2.09730  0.021
H17 3.01895 -1.30919 0.42914  0.010
H18 3.50662 -5.34419 1.36870  0.018
H19 1.83330 -5.92995 1.38321  0.016
H20 2.40606 -4.88174 2.68045  0.017
H21 3.18109 -4.26596 -1.42242  0.023
H22 1.85369 -3.15633 -1.82496  -0.002
H23 1.50310 -4.84561 -1.45085  0.024
O1 1.03044 1.24822 -1.47658  0.110
B1 0.32000 0.05774 -1.87282  -0.699
O2 1.28204 -0.84453 -2.44400  0.122
C22 2.50098 -0.28126 -2.22925  -0.220
C23 3.74153 -0.80396 -2.51157  -0.010
C24 4.85325 -0.03079 -2.16327  -0.111
C25 4.70340 1.20698 -1.55666  -0.111
C26 3.43713 1.73229 -1.28102  -0.005
C27 2.34797 0.97076 -1.63702  -0.215
H24 3.83914 -1.78278 -2.96157  0.113
H25 5.84701 -0.41358 -2.35827  0.090
H26 5.58338 1.77575 -1.28320  0.090
H27 3.31149 2.68829 -0.78929  0.113
C28 -3.42668 -0.89131 -2.67138  -0.073
C29 -1.91777 -0.97491 -2.91867  -0.620
C30 -1.62405 -0.48510 -4.34382  -0.056
C31 -1.47965 -2.43810 -2.80354  -0.063
C32 -1.19414 -0.06492 -1.91201  -0.182
H28 -3.97897 -1.51384 -3.38274  0.076
H29 -3.77426 0.14005 -2.77681  0.080
H30 -3.66444 -1.22345 -1.65830  0.038
H31 -2.17966 -1.07613 -5.07995  0.076
H32 -0.55864 -0.56952 -4.56504  0.081
H33 -1.91525 0.56268 -4.45707  0.083
H34 -2.02269 -3.05233 -3.52935  0.082
H35 -1.69499 -2.84987 -1.81186  0.052
H36 -0.41179 -2.54755 -2.99166  0.075
H37 -1.70732 0.89999 -1.89436  0.073